10
Properties=species:S:1:pos:R:3:forces:R:3 method="wB97M-V/def2-TZVPD" fmax_ev_per_a=3.9 relative_energy_kj_mol=137.17 energy_ev=-25336.8697 molar_mass_g_mol=112.09 homo_energy_ev=-8.1 smiles=CSP(O)O gap_ev=8.14
C 0.026 -1.404 -1.343 -1.642 2.961 1.851
S 1.145 -0.819 -0.037 -1.633 0.988 1.794
P -0.677 0.490 1.318 3.283 -1.444 -0.869
O -1.165 1.451 0.152 -1.021 -0.591 -0.082
O 0.542 1.434 1.906 0.294 -0.289 0.970
H -0.663 -2.151 -0.897 -0.269 0.990 -0.487
H 0.678 -1.968 -1.889 1.413 -1.053 -2.443
H -0.360 -0.363 -1.781 0.268 -3.067 0.319
H -0.820 2.330 0.172 0.708 1.067 -0.166
H 1.294 1.001 2.399 -1.401 0.438 -0.887